(1)
The following is a quantum chemistry calculation of a 3-piece molecular cluster, C29H52FN2O overall in a non-equilibrium geometry, from OMol25.

Geometry (Å):
C: -2.631311 4.777591 -1.664937
C: -3.093087 4.150475 -0.249907
C: -2.108548 2.929017 0.212791
F: -0.889169 2.924820 -0.578114
C: -2.956619 1.582333 0.068302
C: -3.308082 0.990194 -1.380559
C: -4.130195 -0.309866 -0.838265
C: -5.337539 -0.950212 -1.661272
N: -3.612787 -0.676776 0.350226
C: -2.488459 0.241532 0.804222
C: -0.981435 -0.281698 0.667589
C: 0.088540 0.613699 1.512885
C: 0.666458 -0.165751 2.795231
O: 0.018063 -0.007389 3.874266
N: 1.890699 -0.995797 2.815353
C: 3.081037 -0.255673 2.352128
C: 3.505877 -0.340848 0.838595
C: 4.767304 0.373760 0.274170
C: 5.643051 1.239748 1.215594
C: 5.257207 1.371768 2.735758
C: 3.980881 0.633605 3.275079
H: -1.786502 5.512679 -1.457388
H: -2.355486 3.920540 -2.365571
H: -3.532318 5.322343 -2.105274
H: -4.154477 3.707785 -0.389831
H: -3.174258 4.907907 0.597689
H: -1.849969 3.109009 1.322154
H: -3.967475 1.794522 0.577091
H: -2.319877 0.582832 -1.803077
H: -3.839719 1.673941 -2.123134
H: -6.062191 -1.393677 -0.875035
H: -5.007911 -1.728600 -2.433696
H: -5.931612 -0.092434 -2.153936
H: -4.024354 -1.472850 0.859821
H: -2.670752 0.294040 1.931666
H: -0.636110 -0.468968 -0.411886
H: -0.954217 -1.323849 1.175558
H: -0.458141 1.535858 1.927159
H: 0.956494 0.907079 0.826182
H: 1.717577 -1.817068 2.216040
H: 2.860501 -0.956072 0.121979
H: 5.071910 0.274067 -0.827861
H: 6.578968 1.756528 0.819924
H: 5.931998 2.001929 3.423962
H: 3.737497 0.773912 4.376780
C: 8.669220 -0.646714 2.175766
C: 8.996506 0.669974 2.866157
C: 10.476834 0.810795 3.226861
C: 11.003519 -0.226685 4.225049
C: 10.268713 -0.276135 5.565404
C: 10.370341 1.021605 6.354620
H: 8.877125 -1.503724 2.820948
H: 7.608925 -0.681045 1.911758
H: 9.250992 -0.758719 1.256306
H: 8.371736 0.781853 3.758377
H: 8.723879 1.492579 2.195585
H: 10.646126 1.816786 3.626085
H: 11.074247 0.745714 2.311348
H: 12.064565 -0.020773 4.407157
H: 10.967541 -1.221177 3.766806
H: 10.699049 -1.083908 6.166450
H: 9.215446 -0.534308 5.415960
H: 11.415450 1.273161 6.557384
H: 9.853169 0.924106 7.313007
H: 9.915128 1.857741 5.817948
C: -8.457814 -3.420239 -2.831762
C: -7.674597 -3.506151 -4.134566
C: -7.443314 -2.142879 -4.790292
C: -8.715845 -1.401890 -5.217274
C: -9.620502 -2.162629 -6.187501
C: -8.951717 -2.464711 -7.521177
H: -9.461055 -3.017577 -2.989114
H: -8.566231 -4.413888 -2.389802
H: -7.940669 -2.782596 -2.107902
H: -8.185589 -4.182532 -4.826057
H: -6.699560 -3.960220 -3.925897
H: -6.793609 -2.279116 -5.661602
H: -6.886170 -1.503362 -4.095805
H: -8.422375 -0.449890 -5.674807
H: -9.297406 -1.137643 -4.326901
H: -10.513354 -1.557467 -6.374711
H: -9.972561 -3.094062 -5.733215
H: -8.635059 -1.541793 -8.015858
H: -9.647810 -2.983418 -8.185315
H: -8.074735 -3.105050 -7.397865

Atoms 1-6, force components in eV/Å:
-0.73 -0.11 1.05
-0.03 -0.72 -0.60
-0.98 0.57 -0.09
-1.99 -0.37 1.39
-0.13 -0.35 0.29
0.21 -1.07 1.38

Summary:
spin multiplicity: 1
total charge: +1
lowest unoccupied orbital energy: -0.1570 hartree
orbital gap: 6.35 eV


(2)
The following is a quantum chemistry calculation of C29H52FeN7O7Sb3Si3 as an isolated structure in a non-equilibrium geometry, from OMol25.

Geometry (Å):
Fe: -0.032410 -0.269174 0.430648
C: 4.033545 0.067796 1.025847
Sb: 2.111671 0.380587 1.862455
C: 2.558736 -0.608029 3.705990
C: 2.377163 2.384720 2.602813
C: 1.657792 2.570873 3.902222
C: 2.361909 2.377813 5.092513
C: 1.754517 2.492775 6.330349
C: 0.406348 2.815435 6.398504
C: -0.299300 3.028277 5.227107
C: 0.300255 2.914867 3.969961
C: -0.522926 3.210492 2.756832
Sb: -1.685503 1.599930 1.909803
C: -3.049208 1.447744 3.560622
C: -2.838873 3.005486 0.813084
H: 4.719438 0.770360 1.498719
H: 4.045088 0.189422 -0.052905
H: 4.331591 -0.952420 1.266212
H: 3.592835 -0.389429 3.973707
H: 2.445329 -1.685819 3.588173
H: 1.912056 -0.262133 4.511136
H: 2.052297 3.070211 1.821854
H: 3.452180 2.502256 2.739024
H: 3.416606 2.131503 5.037834
H: 2.330838 2.342164 7.233930
H: -0.087611 2.920442 7.355749
H: -1.345252 3.309834 5.278280
H: 0.067134 3.604770 1.929957
H: -1.285709 3.949886 3.005858
H: -3.484381 2.427577 3.760452
H: -2.529282 1.102474 4.455361
H: -3.848092 0.743035 3.329376
H: -3.191779 3.767268 1.508752
H: -3.687338 2.534066 0.324217
H: -2.203008 3.471734 0.061327
O: 3.253750 -0.167627 -2.112924
C: 2.106623 0.046924 -1.751645
O: 1.396684 -0.738926 -1.000974
C: 1.327727 1.213367 -2.336665
C: 1.519576 1.657876 -3.616032
C: 0.497609 2.378779 -4.249963
C: -0.765343 2.463336 -3.709875
C: -0.943998 1.998530 -2.413802
C: 0.168298 1.625285 -1.610981
O: 0.209441 1.632322 -0.327742
N: -2.286652 1.681080 -1.955282
O: -2.334858 0.888047 -1.012479
O: -3.254909 2.067713 -2.583572
N: 0.720097 2.899427 -5.599157
O: -0.214911 3.438892 -6.162983
O: 1.828440 2.763811 -6.080342
H: 2.421045 1.402115 -4.156147
H: -1.601936 2.825071 -4.289347
C: -3.329688 -1.044689 -4.267220
Si: -1.688391 -1.844946 -3.856241
C: -1.816367 -3.659142 -4.333334
C: -0.243325 -1.087995 -4.773870
Sb: -1.279026 -1.878792 -1.339926
Si: -3.617554 -2.606158 -0.570045
C: -4.873433 -1.336052 -1.140196
C: -3.740045 -2.811865 1.292876
C: -4.083951 -4.273122 -1.312510
Si: 0.667060 -3.584821 -1.231033
C: 1.837950 -3.443756 0.240459
C: 1.667086 -3.503621 -2.805963
C: -0.143664 -5.295840 -1.119491
H: -3.311108 -0.692839 -5.302410
H: -3.577534 -0.192019 -3.635675
H: -4.130681 -1.780665 -4.173010
H: -1.995476 -3.745540 -5.409931
H: -2.640413 -4.150415 -3.813888
H: -0.905144 -4.211329 -4.103997
H: -0.529589 -0.159087 -5.270398
H: 0.105683 -1.787897 -5.536891
H: 0.597361 -0.866693 -4.117778
H: -4.439570 -0.356199 -1.337124
H: -5.637929 -1.213301 -0.368273
H: -5.362999 -1.677009 -2.053419
H: -3.350035 -1.956643 1.848486
H: -3.221922 -3.710717 1.631769
H: -4.800388 -2.919901 1.539725
H: -4.346368 -4.163465 -2.366996
H: -4.953637 -4.701320 -0.804817
H: -3.265985 -4.992703 -1.246170
H: 1.685656 -2.543471 0.831941
H: 2.855931 -3.378819 -0.152342
H: 1.761812 -4.317955 0.890911
H: 2.308216 -2.619635 -2.812385
H: 1.051123 -3.489447 -3.703929
H: 2.308732 -4.389237 -2.853178
H: -1.084806 -5.255362 -0.564894
H: 0.515157 -6.020898 -0.631025
H: -0.374183 -5.688052 -2.113284
N: -0.347130 -5.030131 2.809968
N: -0.487629 -3.656866 2.746565
N: -0.350046 -2.887381 3.804099
C: -0.447485 -1.690350 3.247621
N: -0.642161 -1.756278 1.922286
N: -0.655608 -3.046415 1.627787
H: -0.795044 -5.346842 3.661560
H: -0.775281 -5.419265 1.976649
H: -0.422407 -0.771567 3.809091

Atoms 1-6, force components in eV/Å:
0.24 0.97 0.04
0.05 0.01 -0.07
-0.22 -0.09 0.08
0.03 -0.03 0.06
-0.01 0.04 0.00
0.06 0.07 0.00

Summary:
spin multiplicity: 1
total charge: 0
lowest unoccupied orbital energy (spin up / spin down): -0.0127 / -0.0126 hartree
orbital gap (spin up / spin down): 7.34 / 7.33 eV


Q: Number 1 is which compound?
A: C29H52FN2O